Molecular formula: C26H23N4NiSeTe
Method: DFT, ωB97M-V with the def2-TZVPD basis set

Structure (XYZ):
```
56
C26H23N4NiSeTe | the Open Molecules 2025 dataset | ωB97M-V with the def2-TZVPD basis set
Ni -0.25517 -0.35216 0.33332
Se -6.14797 -0.98726 4.91860
N -5.75427 -1.74295 3.37641
C -4.61497 -1.23608 2.97724
C -3.96188 -1.60385 1.72415
C -4.47199 -2.55402 0.83703
C -3.76415 -2.83843 -0.30861
C -2.57900 -2.15247 -0.56088
N -2.09319 -1.22987 0.25859
C -2.76444 -0.97798 1.40470
C -2.14198 -0.02762 2.32326
N -0.95078 0.46060 1.93141
C -0.34582 1.37927 2.67399
C -0.90402 1.84156 3.86351
C -2.10366 1.31964 4.29444
C -2.74884 0.36263 3.50758
C -4.02363 -0.25822 3.85226
N -4.69642 0.01195 4.94221
H -5.40338 -3.05246 1.07092
H -4.11543 -3.57554 -1.01575
H -2.01088 -2.35341 -1.45993
H 0.61656 1.72002 2.31992
H -0.37862 2.58550 4.44440
H -2.56255 1.63705 5.22154
C 4.98932 -0.16278 0.88458
C 3.93745 -0.36632 1.98328
C 4.06056 0.75065 3.02803
C 4.14936 -1.72848 2.65673
C 2.58821 -0.32450 1.38545
C 1.47880 -0.29141 0.89950
H 5.99121 -0.19057 1.31613
H 4.85544 0.80311 0.39341
H 4.91897 -0.95005 0.13206
H 5.05854 0.73953 3.46968
H 3.32944 0.61333 3.82597
H 3.89819 1.72797 2.57069
H 5.14902 -1.77258 3.09265
H 4.05092 -2.53813 1.93303
H 3.41749 -1.88477 3.44956
C 2.56621 -0.23067 -2.03994
Te 0.52207 -0.84929 -1.97909
C 0.17803 1.08556 -2.83697
C 1.45739 1.38779 -3.58037
C 1.48452 2.29841 -4.62953
C 2.67742 2.57191 -5.28162
C 3.84467 1.93236 -4.88799
C 3.82007 1.01866 -3.84570
C 2.62817 0.74287 -3.18646
H 3.20317 -1.10051 -2.18255
H 2.77994 0.21716 -1.07468
H -0.00520 1.78914 -2.02597
H -0.68950 1.05687 -3.49151
H 0.56954 2.78839 -4.93971
H 2.69264 3.27502 -6.10336
H 4.77437 2.13623 -5.40211
H 4.72852 0.51043 -3.54596
```

net charge = +1
calculated total energy = -5401.12083 Eh
molar mass = 656.75 g mol⁻¹